Entry 1:
{"formula": "C12H17NO11V", "method": "ωB97M-V with the def2-TZVPD basis set", "species": ["O", "V", "O", "O", "C", "O", "O", "H", "C", "C", "O", "H", "H", "H", "H", "H", "C", "O", "N", "C", "C", "H", "H", "H", "H", "H", "H", "H", "C", "C", "C", "O", "C", "C", "C", "O", "O", "O", "H", "H", "H", "H"], "positions_angstrom": [[-1.01056, -2.18705, 0.17047], [-1.50493, -2.06676, -1.30709], [-2.88307, -1.27369, -1.39913], [3.19071, -0.53567, -4.74033], [2.38407, 0.05750, -3.88629], [2.88612, 1.06064, -3.41044], [1.26605, -0.41095, -3.52100], [3.83566, 0.14355, -4.52991], [-4.15232, -4.96730, -4.40464], [-3.11645, -5.78750, -3.74617], [-1.97450, -5.14315, -3.22595], [-4.62556, -4.27261, -3.71071], [-4.87733, -5.60104, -4.91537], [-3.70253, -4.47479, -5.26674], [-2.79219, -6.52334, -4.48204], [-3.52049, -6.44408, -2.97562], [-4.02428, 3.26361, 0.26224], [-5.13860, 3.42353, 0.78369], [-2.90456, 2.79553, 0.82196], [-1.59577, 2.91597, 0.06466], [-2.71490, 2.39180, 2.19176], [-3.78676, 3.39555, -0.80471], [-1.76769, 3.04251, -1.00423], [-1.06933, 1.98165, 0.25965], [-0.96690, 3.72637, 0.43325], [-3.63340, 2.13583, 2.71991], [-2.02045, 1.55186, 2.21025], [-2.24459, 3.22899, 2.70752], [4.72864, 2.07710, 2.99799], [4.61847, 1.14634, 2.08471], [3.74978, -0.08643, 2.25894], [3.76240, -1.02665, 1.36984], [2.82250, 0.03665, 3.36050], [2.92181, 0.96173, 4.33438], [4.02607, 2.00103, 4.33005], [4.19223, 2.68558, 5.34128], [2.02780, 1.04148, 5.33757], [5.18533, 1.18816, 0.83550], [5.39091, 2.90176, 2.77957], [2.03842, -0.70158, 3.44185], [2.38690, 1.60645, 6.02565], [4.61330, 0.74140, 0.20716]], "atomic_forces_ev_per_a": [[-0.48, 0.18, -0.26], [-0.97, -0.23, -1.49], [1.66, -0.83, 0.55], [0.53, -1.88, -1.83], [-4.09, -0.82, 2.83], [1.27, 3.21, 1.37], [0.09, -0.80, -0.92], [1.72, 0.07, -0.94], [-0.36, 0.52, -0.98], [1.80, -0.41, 1.54], [-0.74, 0.68, -0.20], [-0.08, 0.13, -0.21], [-0.46, -0.22, 0.47], [0.16, 0.68, 0.27], [0.57, -0.21, -0.50], [-0.59, -0.03, 0.42], [-1.56, -0.17, 0.34], [1.85, -0.25, -0.66], [1.85, 0.07, -0.66], [-1.25, -0.67, 0.79], [0.02, 0.44, 0.29], [-0.67, 0.49, -0.18], [-0.06, -0.07, 0.16], [0.14, 0.03, -0.32], [-0.21, 0.17, 0.12], [-0.07, 0.05, -0.39], [-0.11, -0.09, 0.08], [0.09, -0.04, 0.40], [0.70, 1.58, 2.19], [-0.43, -2.40, -3.20], [-0.25, -2.09, -3.11], [-0.06, 3.85, 3.87], [-0.58, -0.87, 0.74], [0.03, 0.08, -0.13], [0.13, 0.02, -0.20], [-0.04, -0.77, -1.67], [0.23, -0.61, -0.63], [0.23, 1.18, 1.85], [-0.05, 0.26, 0.24], [-0.07, -0.13, -0.06], [0.30, 0.53, 0.20], [-0.16, -0.65, -0.18]], "lowdin_charge": [-0.33, 1.15, -0.34, 0.07, -0.94, -0.05, -0.11, 0.08, -0.13, -0.50, -0.28, 0.07, 0.06, 0.07, 0.10, 0.08, -0.35, -0.02, -0.19, -0.02, -0.06, 0.13, 0.08, 0.08, 0.08, 0.09, 0.08, 0.09, 0.07, -0.23, -0.25, 0.07, 0.06, -0.22, -0.27, 0.09, 0.10, 0.09, 0.13, 0.13, 0.11, 0.12], "lumo_ev": -0.810, "homo_lumo_gap_ev": 4.170, "relative_energy_ev": 0.239, "charge": -1, "homo_energy_ev": -4.980}

***

Entry 2:
{"formula": "C12H17NO2", "method": "ωB97M-V with the def2-TZVPD basis set", "species": ["C", "C", "C", "C", "C", "C", "C", "C", "C", "C", "C", "C", "H", "H", "H", "H", "H", "H", "H", "H", "H", "H", "H", "H", "H", "H", "H", "H", "H", "N", "O", "O"], "positions_angstrom": [[-2.73313, 2.07079, 0.54771], [-2.84937, 1.31892, -0.73591], [-2.59947, -0.16214, -0.51728], [-0.91248, -2.03016, -0.41219], [0.41609, -2.36512, 0.34336], [0.63554, -1.64065, 1.62868], [1.65654, 0.19856, 0.73241], [2.44010, 1.34695, 1.04447], [3.32855, 1.81097, 0.19372], [3.38193, 1.00661, -1.06189], [2.62442, -0.21111, -1.47385], [1.86700, -0.60510, -0.40529], [-2.82203, 3.10592, 0.59556], [-1.77474, 1.95828, 1.09378], [-3.16802, 1.65490, 1.32186], [-3.77337, 1.15093, -1.33059], [-2.17474, 2.03500, -1.47690], [-2.85354, -0.55461, -1.51166], [-3.32843, -0.51678, 0.17389], [-0.53950, -0.12353, -0.41652], [-0.61934, -1.90556, -1.77710], [-1.66236, -2.93617, -0.08277], [0.68439, -3.48936, 0.41290], [1.53738, -2.05623, 2.14063], [-0.25248, -1.76242, 2.34621], [2.46367, 1.74682, 1.97439], [3.79475, 2.85772, -0.03549], [3.95122, 1.50240, -1.82470], [2.43923, -0.70593, -2.48699], [-1.29415, -0.62260, -0.09108], [0.75564, -0.20948, 1.70746], [1.38069, -1.86781, -0.61685]], "atomic_forces_ev_per_a": [[2.75, 0.53, -1.05], [1.75, 1.64, -1.81], [1.60, -0.26, -2.10], [-0.81, -0.57, -1.60], [0.23, 0.23, -2.81], [-1.39, -0.27, 4.16], [0.66, 0.02, 1.09], [-1.92, -2.45, -0.23], [1.95, -0.13, -7.27], [-0.87, -0.25, -1.23], [2.03, 4.35, 1.12], [-0.61, -0.88, 0.24], [-0.84, 1.87, -0.52], [0.80, -0.20, -1.43], [-3.83, -2.03, 3.59], [-0.26, 1.51, 1.02], [-1.10, -2.71, 1.21], [0.06, -0.73, 0.01], [-0.72, -0.25, 0.59], [1.48, 2.00, -0.95], [-1.06, -1.54, 3.97], [1.11, 2.71, -1.25], [-0.89, 1.83, 0.18], [-0.53, 0.12, -0.44], [1.18, -0.54, -1.14], [-1.07, 1.14, 2.95], [-0.64, -2.16, 1.62], [0.35, -0.08, -0.47], [1.08, 0.89, 1.62], [-1.74, -3.00, 1.53], [1.04, -0.78, -1.72], [0.21, 0.00, 1.11]], "lowdin_charge": [-0.13, -0.24, -0.26, -0.13, -0.28, -0.15, -0.18, -0.05, -0.09, -0.04, 0.03, -0.28, 0.05, 0.09, 0.02, 0.10, 0.16, 0.10, 0.11, 0.06, 0.21, 0.15, 0.18, 0.15, 0.16, 0.09, 0.14, 0.06, 0.15, -0.06, -0.05, -0.07], "lumo_ev": 0.841, "homo_lumo_gap_ev": 8.775, "relative_energy_ev": 6.297, "charge": 0, "homo_energy_ev": -7.935}

***

Entry 3:
{"formula": "C12H17P", "method": "ωB97M-V with the def2-TZVPD basis set", "species": ["C", "C", "C", "C", "C", "C", "C", "C", "C", "C", "C", "C", "P", "H", "H", "H", "H", "H", "H", "H", "H", "H", "H", "H", "H", "H", "H", "H", "H", "H"], "positions_angstrom": [[0.47390, -0.07844, -2.91967], [1.82136, -0.20234, -2.45431], [-0.46350, -0.28176, -2.01729], [2.20228, -0.59700, -1.25876], [-0.18942, -0.66913, -0.65514], [1.22175, -1.00970, -0.27818], [1.58602, -1.70969, 2.24535], [1.39487, -1.30856, 0.99255], [-2.08357, -1.13880, 2.33326], [0.24214, 2.60064, -1.13312], [-1.34363, 0.19129, 1.98952], [-0.47395, 2.09236, 0.13199], [-1.15420, 0.51911, 0.21462], [0.26540, 0.23621, -3.89687], [2.61906, 0.13468, -3.14756], [-1.54403, -0.18713, -2.20235], [3.25551, -0.82964, -1.12572], [-0.68295, -1.67310, -0.53827], [1.81091, -0.87640, 2.95024], [1.98633, -2.69429, 2.43644], [-1.44538, -1.86793, 1.79755], [-2.19079, -1.27145, 3.41337], [-3.05739, -1.39735, 2.04385], [-0.50841, 2.99731, -1.81539], [0.86766, 1.80178, -1.48310], [1.01093, 3.30806, -0.84076], [-0.28706, 0.23577, 2.32050], [-1.88542, 1.00015, 2.40967], [-0.98310, 2.79487, 0.68539], [-2.46532, -0.11951, -0.19781]], "atomic_forces_ev_per_a": [[-0.19, -0.20, 1.00], [1.72, 1.02, -2.13], [-1.62, -0.15, -1.78], [1.10, -1.38, 0.65], [-0.15, -3.19, 0.48], [-0.40, 1.65, 1.29], [1.09, 1.88, -1.51], [1.07, -1.16, 0.81], [2.62, -0.03, 0.02], [-0.32, -0.40, 1.65], [-0.36, -1.19, -0.32], [0.79, -2.59, -2.01], [-1.25, 1.81, 1.85], [-0.25, 0.33, -1.20], [-0.51, -0.50, 0.37], [0.52, 0.01, -0.43], [-0.10, 0.44, 0.46], [-0.39, 0.93, 0.11], [-0.42, -0.93, -0.15], [-0.57, -0.29, 0.30], [-0.31, -0.45, 1.10], [0.92, -0.25, 0.00], [-1.61, 0.78, -1.28], [0.62, 0.12, -0.57], [-0.22, -0.16, -0.76], [-0.30, 0.75, 0.05], [-0.84, -0.29, 0.36], [-0.27, 1.18, 0.30], [-1.13, 1.50, 1.38], [0.76, 0.78, -0.05]], "lowdin_charge": [-0.09, -0.11, -0.17, -0.05, -0.41, -0.21, 0.01, -0.05, -0.14, -0.17, -0.36, -0.32, 0.85, 0.10, 0.12, 0.11, 0.12, 0.16, 0.08, 0.06, 0.06, 0.07, 0.04, 0.07, 0.01, 0.06, 0.07, 0.07, 0.00, 0.05], "lumo_ev": 0.342, "homo_lumo_gap_ev": 7.297, "relative_energy_ev": 5.877, "charge": 0, "homo_energy_ev": -6.956}

***

Entry 4:
{"formula": "C12H18AgF2NO9", "method": "ωB97M-V with the def2-TZVPD basis set", "species": ["Ag", "F", "F", "N", "O", "O", "O", "O", "C", "O", "C", "C", "C", "H", "H", "H", "H", "H", "H", "O", "C", "O", "C", "C", "C", "H", "H", "H", "H", "H", "H", "O", "C", "O", "C", "C", "C", "H", "H", "H", "H", "H", "H"], "positions_angstrom": [[-1.23974, -0.06086, -0.18969], [-1.97782, 1.45689, -1.71059], [-1.99937, 1.53558, 1.22362], [-4.24145, -0.63875, 0.01876], [-5.05718, -1.18505, 0.71653], [-3.17107, -1.17170, -0.17523], [-4.45450, 0.48019, -0.44514], [-0.03940, -1.27093, -1.54976], [0.33643, -1.46505, -2.68641], [0.11753, -0.68798, -3.74179], [0.65639, -1.18444, -4.94453], [1.74992, -2.13986, -4.42756], [1.14899, -2.60405, -3.07337], [1.11108, -0.31540, -5.42006], [0.05094, -1.62651, -5.73579], [2.67282, -1.57010, -4.31919], [2.05824, -3.00199, -5.01897], [1.94498, -2.64859, -2.33006], [0.52627, -3.49696, -3.12827], [0.61084, 1.18122, -0.22770], [1.07387, 2.34595, -0.08179], [2.08969, 2.68267, 0.77659], [2.50374, 4.02546, 0.45344], [1.76308, 4.46631, -0.77168], [0.51743, 3.58082, -0.79668], [3.55054, 3.98351, 0.15253], [2.37473, 4.70874, 1.29282], [2.38416, 4.31674, -1.65483], [1.53777, 5.53164, -0.72262], [0.09559, 3.44261, -1.79219], [-0.24357, 4.03949, -0.16533], [-0.35861, -1.11993, 1.66924], [-0.47251, -1.49421, 2.88307], [0.05867, -0.71789, 3.81128], [-0.23961, -1.13660, 5.15551], [-0.84791, -2.47859, 4.85880], [-1.35874, -2.50643, 3.48983], [-0.84743, -0.45562, 5.75126], [0.72076, -1.24722, 5.65903], [-1.48763, -2.62241, 5.72953], [-0.03171, -3.20090, 4.84550], [-2.41298, -2.23921, 3.56234], [-1.17322, -3.49059, 3.05959]], "atomic_forces_ev_per_a": [[-3.02, 2.72, 0.08], [0.71, -0.32, -0.28], [0.53, -0.62, 0.16], [-2.43, 4.77, -0.21], [-1.76, -1.98, 1.45], [4.96, -2.70, -0.66], [-0.19, -0.23, -0.33], [0.73, -0.58, -1.97], [-1.01, 0.41, 1.50], [-1.85, 0.96, 0.07], [2.31, -0.03, -0.47], [0.01, -0.77, 0.08], [2.05, -0.21, -0.91], [0.03, 0.01, -0.07], [-1.06, -0.13, 0.81], [-0.06, 0.06, 0.52], [-0.50, 0.12, -0.46], [-0.25, -0.69, 0.13], [0.26, -0.10, 0.03], [3.18, 4.01, 1.18], [-3.17, -3.47, -0.71], [-0.87, -0.20, -1.15], [1.01, -0.01, -0.06], [-0.69, 0.62, -0.66], [1.01, 0.31, 0.32], [0.25, -0.08, 0.69], [-0.11, -0.36, 0.21], [-0.06, -0.12, -0.10], [-0.07, 0.01, -0.04], [-0.04, -0.62, 0.35], [-0.24, -0.43, 0.12], [0.30, -2.79, 4.91], [-0.85, 3.75, -5.65], [0.89, 1.32, 0.74], [1.01, -0.44, -1.26], [1.11, -1.13, 3.37], [-0.83, -0.72, -0.01], [-0.24, 0.31, -0.68], [-0.03, 0.12, 0.14], [-0.51, -1.00, -0.46], [0.08, -0.17, 0.75], [-0.02, 0.21, -1.21], [-0.58, 0.19, -0.29]], "lowdin_charge": [1.07, -0.64, -0.63, -0.67, -0.02, -0.10, -0.01, 0.05, -0.47, 0.08, -0.15, -0.14, -0.07, 0.12, 0.12, 0.11, 0.10, 0.13, 0.14, -0.01, -0.35, 0.04, -0.18, -0.19, -0.05, 0.12, 0.12, 0.11, 0.11, 0.12, 0.14, 0.00, -0.40, 0.05, -0.13, -0.21, -0.08, 0.13, 0.12, 0.12, 0.12, 0.15, 0.14], "multiplicity": 2, "lumo_ev": [2.537, 2.155], "homo_lumo_gap_ev": [6.800, 5.710], "relative_energy_ev": 3.228, "charge": -1, "homo_energy_ev": [-4.263, -3.555]}